one:
A structure of composition C5H6N. Source: the OMol25 dataset; level of theory: ωB97M-V/def2-TZVPD.

XYZ file:
```
12
Properties=species:S:1:pos:R:3:mulliken_charge:R:1
C -2.1228 0.1299 0.4618 -0.505
C -0.9992 -0.3606 0.2327 -0.015
C -0.0307 -0.7723 -0.8299 -0.272
C 1.2381 -0.3797 -0.0575 -0.084
C 0.3640 -0.2386 1.0795 -0.032
N 0.9123 1.0098 0.4457 -0.270
H -3.1691 0.3642 0.6037 0.430
H 0.0857 -1.9636 -0.7530 0.300
H -0.4047 -0.2941 -1.7718 0.352
H 2.2477 -0.7225 -0.2765 0.436
H 1.6066 1.7134 1.0252 0.364
H 0.2723 1.5140 -0.1601 0.297
```

Properties
HOMO-LUMO gap (spin up / spin down)   9.2 / 8.6 eV
E_LUMO (spin up / spin down)   -3.55 / -6.49 eV
E_HOMO (spin up / spin down)   -12.75 / -15.11 eV
Net charge   +1
Spin multiplicity   3

two:
The ion C5H6N with charge +1. Source: the OMol25 dataset; level of theory: ωB97M-V/def2-TZVPD.

XYZ file:
```
12
Properties=species:S:1:pos:R:3:mulliken_charge:R:1
C 1.1574 1.0732 -1.2702 -0.279
C -0.4519 0.0064 0.5572 0.992
C 0.7868 -0.1633 -1.5355 -0.313
C -1.1952 -0.6235 1.5643 -0.864
C -0.1664 -0.7429 -0.6648 -0.353
N -0.0545 1.2394 0.5962 -0.441
H 0.5867 1.6131 1.3083 0.345
H 1.7874 1.8503 -1.4626 0.456
H 1.1748 -0.7001 -2.3056 0.500
H -1.9806 -1.4186 1.4234 0.288
H -1.0773 -0.3026 2.5177 0.341
H -0.5670 -1.8316 -0.7284 0.329
```

Properties
HOMO-LUMO gap (spin up / spin down)   7.7 / 8.5 eV
E_LUMO (spin up / spin down)   -5.76 / -7.49 eV
E_HOMO (spin up / spin down)   -13.48 / -16.01 eV
Net charge   +1
Spin multiplicity   3

Most stable structure - two; separation to the second - 44.5 kcal/mol.

one:
A cluster of 2 separate species, C4H10S2 in total. Source: the OMol25 dataset; level of theory: ωB97M-V/def2-TZVPD.

XYZ file:
```
16
Properties=species:S:1:pos:R:3:mulliken_charge:R:1
C 1.3372 -1.5771 -0.2052 -0.855
S 1.6674 -0.2239 -1.3623 -0.043
S 3.5746 0.2587 -0.5866 -0.228
H 0.3980 -1.9466 -0.6327 0.255
H 2.1206 -2.3264 -0.2233 0.420
H 1.1196 -1.2580 0.8102 0.304
H 4.1437 0.4418 -1.7957 0.146
C -1.9720 1.0502 -0.6354 -0.728
C -1.8390 0.3843 0.7040 0.127
C -0.9521 0.6440 1.6704 -0.900
H -1.8198 2.1226 -0.6168 0.286
H -2.8994 0.8461 -1.1581 0.299
H -1.1244 0.6264 -1.1853 0.056
H -2.5092 -0.4241 0.9606 0.301
H -1.1440 0.0720 2.5717 0.250
H -0.1012 1.3099 1.6845 0.311
```

Properties
HOMO-LUMO gap   9.0 eV
E_LUMO   0.47 eV
E_HOMO   -8.49 eV
SMILES string   C=CC.CSS
Spin multiplicity   1

two:
An isolated molecule of C4H10S2. Source: the OMol25 dataset; level of theory: ωB97M-V/def2-TZVPD.

XYZ file:
```
16
Properties=species:S:1:pos:R:3:mulliken_charge:R:1
C 1.8936 0.4138 -2.1272 -0.998
C -0.2292 -0.0659 -0.3476 -0.124
C 0.2913 -1.5201 0.4465 -1.053
C -2.1162 0.8390 1.8513 -0.748
H 2.0248 0.5066 -3.1555 0.363
H 2.3166 -0.4004 -1.8472 0.370
H 2.3048 1.3493 -1.7204 0.312
H 0.2126 0.8412 0.1172 0.190
H 0.0192 -2.3410 -0.0908 0.432
H 0.0652 -1.6399 1.6048 0.258
H 1.3330 -1.6131 0.2918 0.353
H -2.3666 -0.0667 2.7919 0.231
H -2.9455 1.8367 1.7626 0.276
H -1.0926 1.2819 2.4110 0.243
S 0.1495 0.1582 -2.0638 -0.037
S -1.8605 0.4203 0.0753 -0.070
```

Properties
HOMO-LUMO gap   9.1 eV
E_LUMO   0.81 eV
E_HOMO   -8.34 eV
SMILES string   CSC(C)SC
Spin multiplicity   1

Most stable structure - one; separation to the second - 63.4 kcal/mol.